Here is a cluster of 17 separate species, C92H201BF4N9O17 in total in a non-equilibrium geometry from the OMol25 dataset. Energies are from ωB97M-V/def2-TZVPD.

Last columns: bonded neighbours and bond lengths (Å).
Atoms and positions in Å:
1 C 8.28791 0.11447 2.69024  C2 1.548, H11 1.090, H12 1.090, H13 1.090
2 C 7.86191 0.22457 1.20578  C1 1.548, N3 1.543, H14 1.090, H15 1.090
3 N 7.61003 1.63874 0.64254  C2 1.543, C4 1.558, C5 1.561, C7 1.589
4 C 6.23575 2.10960 1.20584  N3 1.558, H16 1.090, H17 1.090, H18 1.090
5 C 8.79442 2.58302 1.01832  N3 1.561, C6 1.659, H19 1.090, H20 1.090
6 C 8.64006 3.73174 2.20487  C5 1.659, H21 1.090, H22 1.090, H23 1.090
7 C 7.48643 1.45921 -0.93137  N3 1.589, C8 1.502, H24 1.090, H25 1.090
8 C 6.77185 2.49878 -1.74679  C7 1.502, O9 1.399, H26 1.090, H27 1.090
9 O 7.24005 3.71730 -1.24248  C8 1.399, C10 1.393
10 C 6.73793 4.77427 -1.99752  O9 1.393, H28 1.090, H29 1.090, H30 1.090
11 H 9.36444 0.02316 2.83462  C1 1.090
12 H 7.76658 -0.70732 3.18114  C1 1.090
13 H 8.02856 0.98770 3.28883  C1 1.090
14 H 6.90098 -0.27321 1.07565  C2 1.090
15 H 8.53201 -0.32064 0.54110  C2 1.090
16 H 6.17711 2.07676 2.29377  C4 1.090
17 H 5.46581 1.41699 0.86587  C4 1.090
18 H 6.22116 3.11185 0.77761  C4 1.090
19 H 9.06949 3.16501 0.13871  C5 1.090
20 H 9.67498 1.99478 1.27656  C5 1.090
21 H 8.18453 3.45954 3.15697  C6 1.090
22 H 7.88006 4.44508 1.88605  C6 1.090
23 H 9.53568 4.32370 2.39341  C6 1.090
24 H 6.77127 0.63912 -0.99543  C7 1.090
25 H 8.43985 1.04904 -1.26433  C7 1.090
26 H 5.68301 2.44882 -1.75184  C8 1.090
27 H 7.00314 2.41312 -2.80851  C8 1.090
28 H 5.68678 4.67942 -2.26988  C10 1.090
29 H 7.34194 4.84863 -2.90181  C10 1.090
30 H 6.77150 5.67208 -1.38033  C10 1.090
31 C -8.44447 -5.75950 -3.45888  C32 1.540, H41 1.090, H42 1.090, H43 1.090
32 C -7.19315 -4.87608 -3.62014  C31 1.540, N33 1.530, H44 1.090, H45 1.090
33 N -7.44071 -3.41078 -3.98559  C32 1.530, C34 1.524, C35 1.533, C37 1.571
34 C -8.42538 -2.83535 -2.97534  N33 1.524, H46 1.090, H47 1.090, H48 1.090
35 C -6.14914 -2.58591 -3.93137  N33 1.533, C36 1.527, H49 1.090, H50 1.090
36 C -5.41353 -2.69206 -2.59692  C35 1.527, H51 1.090, H52 1.090, H53 1.090
37 C -8.11798 -3.36962 -5.40278  N33 1.571, C38 1.575, H54 1.090, H55 1.090
38 C -7.09576 -3.75443 -6.53688  C37 1.575, O39 1.436, H56 1.090, H57 1.090
39 O -6.36552 -2.60023 -6.98109  C38 1.436, C40 1.372
40 C -5.63026 -2.82496 -8.11781  O39 1.372, H58 1.090, H59 1.090, H60 1.090
41 H -9.16347 -5.46860 -2.69304  C31 1.090
42 H -8.14111 -6.72821 -3.06180  C31 1.090
43 H -8.87962 -6.06879 -4.40919  C31 1.090
44 H -6.44209 -5.30916 -4.28078  C32 1.090
45 H -6.68090 -4.76127 -2.66489  C32 1.090
46 H -8.04891 -2.91199 -1.95530  C34 1.090
47 H -9.36204 -3.37637 -3.10978  C34 1.090
48 H -8.42072 -1.79995 -3.31598  C34 1.090
49 H -6.48527 -1.56162 -4.09247  C35 1.090
50 H -5.56758 -3.00182 -4.75411  C35 1.090
51 H -6.02651 -2.46355 -1.72507  C36 1.090
52 H -4.61037 -1.95760 -2.65708  C36 1.090
53 H -4.95414 -3.68046 -2.58567  C36 1.090
54 H -8.46690 -2.34379 -5.52123  C37 1.090
55 H -8.97112 -4.04789 -5.41684  C37 1.090
56 H -7.69927 -4.02785 -7.40240  C38 1.090
57 H -6.46833 -4.59469 -6.23956  C38 1.090
58 H -6.19022 -3.48613 -8.77917  C40 1.090
59 H -4.62958 -3.19547 -7.89539  C40 1.090
60 H -5.60955 -1.87302 -8.64837  C40 1.090
61 C 5.73532 6.63953 1.08790  C62 1.590, H71 1.090, H72 1.090, H73 1.090
62 C 4.45619 7.08149 0.25257  C61 1.590, N63 1.602, H74 1.090, H75 1.090
63 N 3.06811 6.36953 0.61740  C62 1.602, C64 1.532, C65 1.537, C67 1.566
64 C 3.14660 4.84981 0.44302  N63 1.532, H76 1.090, H77 1.090, H78 1.090
65 C 2.54443 6.64671 2.03512  N63 1.537, C66 1.514, H79 1.090, H80 1.090
66 C 2.68606 8.08597 2.48436  C65 1.514, H81 1.090, H82 1.090, H83 1.090
67 C 1.93455 6.91454 -0.31492  N63 1.566, C68 1.520, H84 1.090, H85 1.090
68 C 2.32792 7.13288 -1.76666  C67 1.520, O69 1.425, H86 1.090, H87 1.090
69 O 2.97042 6.03320 -2.40471  C68 1.425, C70 1.423
70 C 3.60794 6.03511 -3.67729  O69 1.423, H88 1.090, H89 1.090, H90 1.090
71 H 6.70735 6.95729 0.71068  C61 1.090
72 H 5.79888 5.55625 1.19062  C61 1.090
73 H 5.61126 7.04797 2.09084  C61 1.090
74 H 4.55958 6.81661 -0.79969  C62 1.090
75 H 4.26007 8.14073 0.41884  C62 1.090
76 H 3.45139 4.62421 -0.57889  C64 1.090
77 H 2.12323 4.59204 0.71574  C64 1.090
78 H 3.89666 4.60108 1.19379  C64 1.090
79 H 3.09160 5.89114 2.59889  C65 1.090
80 H 1.48125 6.41189 2.08620  C65 1.090
81 H 3.62358 8.26895 3.00940  C66 1.090
82 H 1.90131 8.32328 3.20265  C66 1.090
83 H 2.55095 8.84691 1.71571  C66 1.090
84 H 1.48169 7.82366 0.08070  C67 1.090
85 H 1.06558 6.27226 -0.17185  C67 1.090
86 H 2.98339 8.00377 -1.76450  C68 1.090
87 H 1.47446 7.36204 -2.40478  C68 1.090
88 H 4.26788 6.89917 -3.75466  C70 1.090
89 H 2.97266 5.97544 -4.56101  C70 1.090
90 H 4.26878 5.20474 -3.92603  C70 1.090
91 C -6.61571 4.21345 3.98248  C92 1.557, H101 1.090, H102 1.090, H103 1.090
92 C -5.36643 3.29802 3.82563  C91 1.557, C93 1.600, H104 1.090, H105 1.090
93 C -5.33268 2.27073 5.05179  C92 1.600, N94 1.577, H106 1.090, H107 1.090
94 N -4.06841 1.33140 4.96667  C93 1.577, C95 1.548, C99 1.553, C100 1.514
95 C -2.71372 2.07970 4.92115  N94 1.548, C96 1.571, H108 1.090, H109 1.090
96 C -2.26877 2.83939 6.22286  C95 1.571, C97 1.528, H110 1.090, H111 1.090
97 C -2.32255 1.97581 7.48183  C96 1.528, C98 1.520, H112 1.090, H113 1.090
98 C -3.69592 1.32893 7.54977  C97 1.520, C99 1.543, H114 1.090, H115 1.090
99 C -4.07522 0.52104 6.29143  N94 1.553, C98 1.543, H116 1.090, H117 1.090
100 C -4.08570 0.35808 3.80724  N94 1.514, H118 1.090, H119 1.090, H120 1.090
101 H -6.64684 4.96263 3.19137  C91 1.090
102 H -6.61537 4.81995 4.88817  C91 1.090
103 H -7.58763 3.72093 3.95272  C91 1.090
104 H -4.48153 3.93224 3.87879  C92 1.090
105 H -5.48469 2.81424 2.85606  C92 1.090
106 H -6.21372 1.62925 5.03293  C93 1.090
107 H -5.36542 2.90212 5.93970  C93 1.090
108 H -2.71013 2.75235 4.06346  C95 1.090
109 H -1.96915 1.29450 4.79005  C95 1.090
110 H -2.88791 3.71215 6.43035  C96 1.090
111 H -1.26181 3.24481 6.12400  C96 1.090
112 H -2.20935 2.53932 8.40797  C97 1.090
113 H -1.55747 1.20324 7.55853  C97 1.090
114 H -4.47418 2.03467 7.84018  C98 1.090
115 H -3.53677 0.65690 8.39307  C98 1.090
116 H -4.98150 -0.07407 6.40363  C99 1.090
117 H -3.18122 -0.10247 6.30226  C99 1.090
118 H -5.01211 -0.21526 3.84095  C100 1.090
119 H -3.24157 -0.33008 3.85175  C100 1.090
120 H -3.95130 0.95163 2.90296  C100 1.090
121 C 1.38601 -0.78181 -8.39819  C122 1.552, H131 1.090, H132 1.090, H133 1.090
122 C 2.09145 -1.08914 -7.05040  C121 1.552, C123 1.552, H134 1.090, H135 1.090
123 C 2.54682 0.15133 -6.23644  C122 1.552, N124 1.580, H136 1.090, H137 1.090
124 N 3.25082 -0.20379 -4.86696  C123 1.580, C125 1.547, C129 1.583, C130 1.519
125 C 4.17584 0.94093 -4.39110  N124 1.547, C126 1.573, H138 1.090, H139 1.090
126 C 3.31987 2.18273 -3.94437  C125 1.573, C127 1.538, H140 1.090, H141 1.090
127 C 2.32562 1.80421 -2.83323  C126 1.538, C128 1.514, H142 1.090, H143 1.090
128 C 1.37987 0.67696 -3.18976  C127 1.514, C129 1.553, H144 1.090, H145 1.090
129 C 2.13460 -0.53788 -3.79529  N124 1.583, C128 1.553, H146 1.090, H147 1.090
130 C 4.20685 -1.37495 -5.01213  N124 1.519, H148 1.090, H149 1.090, H150 1.090
131 H 1.81844 -0.03635 -9.06557  C121 1.090
132 H 0.51992 -0.23632 -8.02346  C121 1.090
133 H 1.10939 -1.63867 -9.01250  C121 1.090
134 H 2.97625 -1.70629 -7.20644  C122 1.090
135 H 1.39497 -1.67987 -6.45538  C122 1.090
136 H 1.67384 0.67578 -5.84790  C123 1.090
137 H 3.20185 0.85455 -6.75077  C123 1.090
138 H 4.96729 1.11811 -5.11933  C125 1.090
139 H 4.55166 0.50868 -3.46372  C125 1.090
140 H 2.84265 2.71249 -4.76882  C126 1.090
141 H 4.04605 2.87561 -3.51929  C126 1.090
142 H 1.66416 2.63098 -2.57433  C127 1.090
143 H 2.90034 1.41964 -1.99068  C127 1.090
144 H 0.56024 1.01302 -3.82488  C128 1.090
145 H 0.84339 0.25322 -2.34080  C128 1.090
146 H 1.42137 -1.23513 -4.23489  C129 1.090
147 H 2.65448 -1.04912 -2.98508  C129 1.090
148 H 4.67643 -1.25302 -5.98820  C130 1.090
149 H 3.60155 -2.27510 -5.11913  C130 1.090
150 H 4.83579 -1.51886 -4.13360  C130 1.090
151 C -0.32939 4.93848 -3.29705  C152 1.457, H161 1.090, H162 1.090, H163 1.090
152 C -1.14622 3.73846 -3.17636  C151 1.457, C153 1.523, H164 1.090, H165 1.090
153 C -2.39696 3.94165 -2.33074  C152 1.523, N154 1.568, H166 1.090, H167 1.090
154 N -3.39227 2.73140 -2.39181  C153 1.568, C155 1.551, C159 1.528, C160 1.581
155 C -4.63962 3.11101 -1.55219  N154 1.551, C156 1.503, H168 1.090, H169 1.090
156 C -5.73099 2.09645 -1.35286  C155 1.503, C157 1.631, H170 1.090, H171 1.090
157 C -6.22593 1.64975 -2.84128  C156 1.631, C158 1.532, H172 1.090, H173 1.090
158 C -4.99577 1.30634 -3.68677  C157 1.532, C159 1.522, H174 1.090, H175 1.090
159 C -3.94393 2.40284 -3.77827  N154 1.528, C158 1.522, H176 1.090, H177 1.090
160 C -2.72052 1.48822 -1.68213  N154 1.581, H178 1.090, H179 1.090, H180 1.090
161 H -0.10778 5.34013 -2.30828  C151 1.090
162 H -0.86284 5.65251 -3.92450  C151 1.090
163 H 0.67853 4.80305 -3.68929  C151 1.090
164 H -0.65919 2.83860 -2.80064  C152 1.090
165 H -1.35568 3.32545 -4.16309  C152 1.090
166 H -2.92590 4.83793 -2.65477  C153 1.090
167 H -2.30129 4.09417 -1.25571  C153 1.090
168 H -4.98479 4.08262 -1.90564  C155 1.090
169 H -4.28972 3.32931 -0.54323  C155 1.090
170 H -6.52522 2.61910 -0.81982  C156 1.090
171 H -5.50846 1.15962 -0.84204  C156 1.090
172 H -6.77936 2.41029 -3.39209  C157 1.090
173 H -6.99027 0.87496 -2.78147  C157 1.090
174 H -5.24165 1.02335 -4.71027  C158 1.090
175 H -4.50601 0.42702 -3.26838  C158 1.090
176 H -4.36814 3.26287 -4.29643  C159 1.090
177 H -3.07094 2.06388 -4.33603  C159 1.090
178 H -1.95153 1.12881 -2.36592  C160 1.090
179 H -3.47938 0.77796 -1.35384  C160 1.090
180 H -2.23629 1.82541 -0.76565  C160 1.090
181 C 2.15226 -5.22322 3.76788  C182 1.526, H191 1.090, H192 1.090, H193 1.090
182 C 0.82468 -5.01396 3.04430  C181 1.526, C183 1.512, H194 1.090, H195 1.090
183 C -0.30330 -6.00019 3.24879  C182 1.512, N184 1.594, H196 1.090, H197 1.090
184 N -1.61023 -5.79417 2.35978  C183 1.594, C185 1.536, C189 1.572, C190 1.573
185 C -2.66764 -6.65920 3.06278  N184 1.536, C186 1.606, H198 1.090, H199 1.090
186 C -4.15975 -6.37558 2.54171  C185 1.606, C187 1.550, H200 1.090, H201 1.090
187 C -4.45595 -4.85424 2.56494  C186 1.550, C188 1.485, H202 1.090, H203 1.090
188 C -3.43525 -4.18653 1.71714  C187 1.485, C189 1.543, H204 1.090, H205 1.090
189 C -1.95674 -4.27540 2.15088  N184 1.572, C188 1.543, H206 1.090, H207 1.090
190 C -1.25314 -6.53856 1.02115  N184 1.573, H208 1.090, H209 1.090, H210 1.090
191 H 2.16911 -5.01015 4.83672  C181 1.090
192 H 2.96072 -4.57727 3.42548  C181 1.090
193 H 2.61311 -6.20010 3.62162  C181 1.090
194 H 1.02100 -4.90949 1.97723  C182 1.090
195 H 0.46202 -4.02777 3.33415  C182 1.090
196 H -0.58983 -5.82258 4.28535  C183 1.090
197 H -0.06833 -7.06356 3.29504  C183 1.090
198 H -2.75280 -6.23765 4.06435  C185 1.090
199 H -2.29936 -7.68003 2.96094  C185 1.090
200 H -4.88227 -6.95812 3.11331  C186 1.090
201 H -4.35933 -6.64523 1.50462  C186 1.090
202 H -4.64473 -4.46782 3.56651  C187 1.090
203 H -5.43703 -4.78132 2.09561  C187 1.090
204 H -3.57836 -3.13805 1.45580  C188 1.090
205 H -3.52567 -4.53132 0.68707  C188 1.090
206 H -1.63626 -3.78343 3.06922  C189 1.090
207 H -1.36549 -3.92862 1.30337  C189 1.090
208 H -1.31697 -7.62552 1.07149  C190 1.090
209 H -0.22395 -6.30008 0.75285  C190 1.090
210 H -1.85897 -6.17630 0.19058  C190 1.090
211 C -1.52136 -0.62607 1.33355  C212 1.529, H221 1.090, H222 1.090, H223 1.090
212 C -0.05256 -0.20199 1.37390  C211 1.529, C213 1.598, H224 1.090, H225 1.090
213 C 0.22290 0.70861 2.65817  C212 1.598, N214 1.576, H226 1.090, H227 1.090
214 N 1.69085 1.24380 2.86358  C213 1.576, C215 1.530, C219 1.572, C220 1.523
215 C 1.80997 2.25509 4.00513  N214 1.530, C216 1.519, H228 1.090, H229 1.090
216 C 1.60902 1.63065 5.37514  C215 1.519, C217 1.519, H230 1.090, H231 1.090
217 C 2.40179 0.37841 5.70573  C216 1.519, C218 1.567, H232 1.090, H233 1.090
218 C 2.28168 -0.63859 4.51984  C217 1.567, C219 1.506, H234 1.090, H235 1.090
219 C 2.60169 0.00695 3.19765  N214 1.572, C218 1.506, H236 1.090, H237 1.090
220 C 2.21243 1.95230 1.62074  N214 1.523, H238 1.090, H239 1.090, H240 1.090
221 H -1.83095 -1.32621 2.10947  C211 1.090
222 H -1.73668 -1.22740 0.45030  C211 1.090
223 H -2.26532 0.14041 1.55067  C211 1.090
224 H 0.26038 0.32527 0.47270  C212 1.090
225 H 0.57787 -1.09006 1.41857  C212 1.090
226 H -0.00696 0.27129 3.62977  C213 1.090
227 H -0.28561 1.67064 2.59467  C213 1.090
228 H 1.00935 2.97681 3.84316  C215 1.090
229 H 2.75333 2.79935 4.04944  C215 1.090
230 H 0.56606 1.35426 5.52994  C216 1.090
231 H 1.82843 2.32490 6.18630  C216 1.090
232 H 2.05120 0.01028 6.66992  C217 1.090
233 H 3.44253 0.64558 5.88901  C217 1.090
234 H 1.29348 -1.08616 4.41382  C218 1.090
235 H 3.09894 -1.34557 4.66254  C218 1.090
236 H 2.49163 -0.69675 2.37255  C219 1.090
237 H 3.60126 0.43834 3.14412  C219 1.090
238 H 1.48375 2.72490 1.37533  C220 1.090
239 H 2.20963 1.17024 0.86148  C220 1.090
240 H 3.21830 2.36253 1.71042  C220 1.090
241 C 0.67320 -3.47098 -1.70461  C242 1.534, H251 1.090, H252 1.090, H253 1.090
242 C 1.62134 -4.05457 -2.75982  C241 1.534, C243 1.494, H254 1.090, H255 1.090
243 C 1.73581 -5.51814 -2.48288  C242 1.494, N244 1.547, H256 1.090, H257 1.090
244 N 2.87439 -6.29092 -3.18940  C243 1.547, C245 1.609, C249 1.602, C250 1.489
245 C 4.22568 -5.73579 -2.51617  N244 1.609, C246 1.563, H258 1.090, H259 1.090
246 C 5.38634 -6.73204 -2.83845  C245 1.563, C247 1.519, H260 1.090, H261 1.090
247 C 5.10446 -8.16493 -2.42020  C246 1.519, C248 1.563, H262 1.090, H263 1.090
248 C 3.91593 -8.63823 -3.31900  C247 1.563, C249 1.542, H264 1.090, H265 1.090
249 C 2.64858 -7.85430 -2.92330  N244 1.602, C248 1.542, H266 1.090, H267 1.090
250 C 3.00691 -6.02126 -4.64779  N244 1.489, H268 1.090, H269 1.090, H270 1.090
251 H 1.26459 -3.44899 -0.78925  C241 1.090
252 H -0.23609 -4.06843 -1.63855  C241 1.090
253 H 0.32192 -2.47602 -1.97801  C241 1.090
254 H 2.57436 -3.53802 -2.87394  C242 1.090
255 H 1.16253 -3.98003 -3.74574  C242 1.090
256 H 0.86255 -6.08608 -2.80374  C243 1.090
257 H 1.71853 -5.80627 -1.43179  C243 1.090
258 H 3.97820 -5.78816 -1.45593  C245 1.090
259 H 4.40607 -4.70936 -2.83554  C245 1.090
260 H 6.27397 -6.31996 -2.35845  C246 1.090
261 H 5.62701 -6.67918 -3.90023  C246 1.090
262 H 4.79955 -8.28752 -1.38092  C247 1.090
263 H 6.03611 -8.71954 -2.53211  C247 1.090
264 H 3.67003 -9.66424 -3.04524  C248 1.090
265 H 4.16283 -8.64755 -4.38063  C248 1.090
266 H 2.41591 -7.98314 -1.86624  C249 1.090
267 H 1.73309 -8.02974 -3.48827  C249 1.090
268 H 2.16320 -6.47262 -5.16983  C250 1.090
269 H 3.95124 -6.37620 -5.06053  C250 1.090
270 H 3.03479 -4.95377 -4.86641  C250 1.090
271 C -0.66580 -3.03787 7.23699  C272 1.540, H275 1.090, H276 1.090, H277 1.090
272 C -1.39229 -2.32469 6.08145  C271 1.540, O273 1.224, O274 1.290
273 O -0.94589 -1.23670 5.74190  C272 1.224
274 O -2.31272 -3.02193 5.50564  C272 1.290
275 H -0.84221 -4.11084 7.31262  C271 1.090
276 H -0.85390 -2.62419 8.22774  C271 1.090
277 H 0.39731 -2.87365 7.06110  C271 1.090
278 C -6.97772 -2.45492 1.18500  C279 1.505, H282 1.090, H283 1.090, H284 1.090
279 C -7.56000 -2.52195 2.57154  C278 1.505, O280 1.261, O281 1.241
280 O -7.43511 -1.44883 3.22113  C279 1.261
281 O -8.18026 -3.53739 2.92383  C279 1.241
282 H -6.83870 -3.47678 0.83206  C278 1.090
283 H -5.99132 -1.99110 1.18767  C278 1.090
284 H -7.59770 -1.91045 0.47277  C278 1.090
285 C 5.39666 4.37697 6.14675  C286 1.552, H289 1.090, H290 1.090, H291 1.090
286 C 5.11723 3.78113 4.74083  C285 1.552, O287 1.261, O288 1.248
287 O 4.71314 4.55574 3.83206  C286 1.261
288 O 5.27217 2.54884 4.61576  C286 1.248
289 H 4.52236 4.24532 6.78422  C285 1.090
290 H 5.77750 5.39778 6.11483  C285 1.090
291 H 6.29258 3.92254 6.56973  C285 1.090
292 C 4.63720 -2.57685 0.31999  C293 1.498, H296 1.090, H297 1.090, H298 1.090
293 C 4.63745 -1.42753 -0.64090  C292 1.498, O294 1.249, O295 1.233
294 O 4.07473 -0.39281 -0.22481  C293 1.249
295 O 5.26929 -1.57001 -1.69015  C293 1.233
296 H 5.42204 -2.39619 1.05449  C292 1.090
297 H 4.88160 -3.52101 -0.16676  C292 1.090
298 H 3.70891 -2.67525 0.88275  C292 1.090
299 C -1.45030 4.72739 2.91487  C300 1.511, H303 1.090, H304 1.090, H305 1.090
300 C -1.47499 4.08341 1.54836  C299 1.511, O301 1.245, O302 1.277
301 O -0.57615 4.33902 0.72518  C300 1.245
302 O -2.44515 3.27326 1.36589  C300 1.277
303 H -2.48001 5.05233 3.06386  C299 1.090
304 H -0.93926 5.68835 2.85569  C299 1.090
305 H -0.98220 4.04538 3.62469  C299 1.090
306 C -2.48168 -1.45517 -4.65860  C307 1.503, H310 1.090, H311 1.090, H312 1.090
307 C -1.61653 -0.97140 -5.78797  C306 1.503, O308 1.247, O309 1.284
308 O -1.42964 0.26133 -5.82152  C307 1.247
309 O -1.18758 -1.82409 -6.64751  C307 1.284
310 H -2.59461 -0.80253 -3.79291  C306 1.090
311 H -1.94099 -2.25870 -4.15851  C306 1.090
312 H -3.44531 -1.83782 -4.99487  C306 1.090
313 C -2.15085 7.33886 5.97100  C314 1.500, H317 1.090, H318 1.090, H319 1.090
314 C -3.63017 7.13932 6.12161  C313 1.500, O315 1.269, O316 1.249
315 O -4.11319 6.47607 7.08944  C314 1.269
316 O -4.26753 7.65008 5.17706  C314 1.249
317 H -1.72592 6.47850 5.45396  C313 1.090
318 H -1.66030 7.64806 6.89396  C313 1.090
319 H -1.99038 8.15829 5.27037  C313 1.090
320 B -3.43616 -6.03791 -1.99128  F321 1.388, F322 1.348, F323 1.357, F324 1.294
321 F -4.30336 -5.89133 -3.06487  B320 1.388
322 F -4.00516 -6.95352 -1.18123  B320 1.348
323 F -2.23357 -6.48451 -2.43226  B320 1.357
324 F -3.21293 -4.88741 -1.44173  B320 1.294

Calculated values
frontier orbital gap	4.295	eV
LUMO	-2.28	eV
total charge	+1
calculated total energy	-158416.40338	eV

Löwdin population analysis, charges in e, atoms 1 to 99: number 1, C, carries -0.040; number 2, C, carries -0.151; number 3, N, carries -0.197; number 4, C, carries 0.045; number 5, C, carries -0.083; number 6, C, carries -0.015; number 7, C, carries -0.045; number 8, C, carries -0.209; number 9, O, carries -0.197; number 10, C, carries -0.084; number 11, H, carries 0.079; number 12, H, carries 0.086; number 13, H, carries 0.072; number 14, H, carries 0.105; number 15, H, carries 0.126; number 16, H, carries 0.083; number 17, H, carries 0.082; number 18, H, carries 0.082; number 19, H, carries 0.102; number 20, H, carries 0.110; number 21, H, carries 0.065; number 22, H, carries 0.042; number 23, H, carries 0.078; number 24, H, carries 0.107; number 25, H, carries 0.142; number 26, H, carries 0.117; number 27, H, carries 0.136; number 28, H, carries 0.065; number 29, H, carries 0.107; number 30, H, carries 0.084; number 31, C, carries -0.048; number 32, C, carries -0.151; number 33, N, carries -0.262; number 34, C, carries 0.034; number 35, C, carries -0.138; number 36, C, carries -0.030; number 37, C, carries -0.026; number 38, C, carries -0.163; number 39, O, carries -0.208; number 40, C, carries -0.117; number 41, H, carries 0.084; number 42, H, carries 0.092; number 43, H, carries 0.078; number 44, H, carries 0.119; number 45, H, carries 0.115; number 46, H, carries 0.098; number 47, H, carries 0.101; number 48, H, carries 0.102; number 49, H, carries 0.119; number 50, H, carries 0.117; number 51, H, carries 0.071; number 52, H, carries 0.068; number 53, H, carries 0.063; number 54, H, carries 0.133; number 55, H, carries 0.122; number 56, H, carries 0.124; number 57, H, carries 0.125; number 58, H, carries 0.087; number 59, H, carries 0.101; number 60, H, carries 0.099; number 61, C, carries -0.038; number 62, C, carries -0.078; number 63, N, carries -0.206; number 64, C, carries 0.030; number 65, C, carries -0.145; number 66, C, carries -0.053; number 67, C, carries -0.066; number 68, C, carries -0.183; number 69, O, carries -0.228; number 70, C, carries -0.092; number 71, H, carries 0.079; number 72, H, carries 0.042; number 73, H, carries 0.076; number 74, H, carries 0.090; number 75, H, carries 0.115; number 76, H, carries 0.097; number 77, H, carries 0.080; number 78, H, carries 0.073; number 79, H, carries 0.105; number 80, H, carries 0.122; number 81, H, carries 0.084; number 82, H, carries 0.095; number 83, H, carries 0.077; number 84, H, carries 0.136; number 85, H, carries 0.114; number 86, H, carries 0.120; number 87, H, carries 0.132; number 88, H, carries 0.095; number 89, H, carries 0.087; number 90, H, carries 0.060; number 91, C, carries -0.098; number 92, C, carries -0.187; number 93, C, carries -0.047; number 94, N, carries -0.203; number 95, C, carries -0.081; number 96, C, carries -0.134; number 97, C, carries -0.195; number 98, C, carries -0.177; number 99, C, carries -0.082